# 1
{"formula": "C6H7N5", "method": "ωB97M-V with the def2-TZVPD basis set", "smiles": "C/C(N)=N/C#N.N#CC=C=N", "orbital_gap_ha": 0.3552, "relative_energy_kj_mol": 376.73, "elements": ["C", "C", "C", "C", "C", "C", "N", "N", "N", "N", "N", "H", "H", "H", "H", "H", "H", "H"], "xyz": [[1.0074, -1.8235, -1.6648], [1.9664, -0.8774, 0.3245], [-1.5982, -0.2833, -1.1511], [-0.9036, 1.1312, 2.1913], [1.7946, -1.9208, -0.6149], [-0.8695, 0.9770, 0.6897], [0.6949, -1.5094, -2.7912], [2.2790, -0.2636, 1.2398], [-1.9458, -0.8677, -2.0899], [-0.1300, 1.9627, 0.0507], [-1.5024, 0.0986, 0.1017], [-1.6889, 0.5364, 2.5243], [-0.8499, 2.1350, 2.3373], [-0.1461, 0.4733, 2.6935], [1.7796, -2.8461, -0.1784], [0.5205, 2.6637, 0.5039], [-0.1296, 1.8984, -0.9114], [-0.2786, -1.4845, -3.2549]], "forces_ev_per_a": [[0.1, 1.9, -3.2], [0.4, -0.6, -0.2], [-1.0, -0.3, 0.4], [1.6, -3.8, -1.6], [-1.0, 1.1, 0.5], [3.3, 4.0, 1.5], [-1.4, -1.1, -0.4], [0.0, 1.0, 0.5], [0.3, 0.4, -0.5], [0.2, 0.3, 2.8], [-1.8, -2.8, -0.9], [-2.4, 0.1, 0.7], [-0.1, 2.6, 1.5], [0.5, 1.3, -0.8], [0.6, -2.5, 1.0], [-1.4, -1.7, -0.6], [0.3, 0.1, -2.3], [1.8, 0.1, 1.6]], "nbo_charge": [0.50, 0.29, 0.42, -0.68, -0.58, 0.57, -0.58, -0.36, -0.45, -0.81, -0.59, 0.25, 0.22, 0.27, 0.26, 0.42, 0.39, 0.46]}

# 2
{"formula": "C4H12N3", "method": "ωB97M-V with the def2-TZVPD basis set", "total_charge": 1, "smiles": "N/C=N\\CCC[NH3+]", "orbital_gap_ha": 0.3787, "relative_energy_kj_mol": 137.37, "elements": ["C", "C", "C", "N", "C", "N", "N", "H", "H", "H", "H", "H", "H", "H", "H", "H", "H", "H", "H"], "xyz": [[-0.3836, -0.1793, 1.6422], [-1.1649, 0.5501, 0.5671], [-0.3063, 1.5757, -0.2249], [0.3023, -0.7668, -1.8451], [1.2498, 0.1685, -1.3715], [1.0016, 1.1126, -0.5907], [0.4584, -1.2865, 1.0077], [-1.0571, -0.6306, 2.3639], [0.3320, 0.5094, 2.0798], [-1.9534, 1.1469, 1.0254], [-1.7127, -0.1239, -0.0968], [-0.2052, 2.4745, 0.3616], [-0.8956, 1.7954, -1.1129], [0.6636, -1.2900, -2.6376], [-0.5917, -0.3775, -2.1090], [2.2818, -0.0589, -1.6225], [1.4531, -1.1143, 1.1458], [0.2965, -1.3460, -0.0137], [0.2314, -2.1592, 1.4313]], "forces_ev_per_a": [[0.0, 0.2, -0.8], [-0.1, 0.8, -0.2], [-0.8, -1.3, -0.2], [0.5, -0.1, -0.6], [-0.6, -0.3, -0.1], [1.0, 0.9, 0.3], [0.0, 0.7, 0.3], [0.3, -0.1, 0.2], [-0.1, 0.0, 0.4], [0.0, -0.1, 0.3], [0.2, -0.2, 0.1], [0.1, 0.3, 0.1], [0.0, 0.4, -0.2], [-0.1, -0.1, 0.1], [-0.2, 0.2, 0.1], [0.1, -0.1, 0.0], [0.0, 0.0, 0.0], [-0.1, -0.1, -0.2], [-0.1, -1.0, 0.3]], "nbo_charge": [-0.22, -0.44, -0.26, -0.88, 0.26, -0.46, -0.70, 0.24, 0.24, 0.26, 0.21, 0.22, 0.21, 0.41, 0.40, 0.19, 0.44, 0.46, 0.43]}

# 3
{"formula": "F6IN3O12PtS6", "method": "ωB97M-V with the def2-TZVPD basis set", "total_charge": -2, "orbital_gap_ha": [0.3055, 0.2366], "multiplicity": 3, "s_squared": 2.011, "elements": ["Pt", "N", "S", "O", "O", "F", "S", "O", "O", "F", "N", "S", "O", "O", "F", "S", "O", "O", "F", "N", "S", "O", "O", "F", "S", "O", "O", "F", "I"], "xyz": [[0.0209, 0.8634, -0.4674], [-1.0314, -1.1026, 3.9786], [0.2381, -2.0794, 3.9629], [1.3793, -1.2846, 3.6158], [0.2139, -3.4142, 3.4599], [0.3695, -2.2290, 5.5498], [-1.3839, -0.9966, 2.4068], [-2.2461, -2.0196, 1.9072], [-0.4904, -0.4113, 1.4372], [-2.4718, 0.1757, 2.5478], [2.0531, 0.3810, -0.7103], [2.9903, 0.8587, -2.0002], [2.9687, -0.0880, -3.0566], [4.1441, 1.6131, -1.6749], [1.9644, 1.9807, -2.4340], [3.1288, -0.3134, 0.2446], [3.2134, 0.4404, 1.4406], [4.1859, -1.0446, -0.3713], [2.2352, -1.5564, 0.7027], [-1.5781, 0.7192, -1.7993], [-1.9568, 1.7564, -3.0550], [-3.0706, 2.5901, -2.7854], [-1.7271, 1.2531, -4.3650], [-0.6567, 2.6470, -2.8980], [-2.9569, -0.1119, -1.8104], [-3.3471, -0.6275, -3.0768], [-3.9347, 0.3986, -0.9145], [-2.3981, -1.3932, -1.0754], [0.1440, 2.9949, 1.2406]], "forces_ev_per_a": [[0.0, 0.9, 0.7], [0.1, -1.2, -2.0], [2.9, 1.5, 1.3], [0.2, -0.6, 0.0], [-1.0, 0.0, 0.1], [-0.4, -0.3, -0.1], [-3.9, 1.7, -0.9], [0.7, -1.0, 0.2], [0.6, -1.0, 1.6], [0.6, 0.2, 0.6], [2.2, 0.2, -2.2], [-2.6, 1.4, -1.1], [0.4, -0.1, 0.0], [0.7, -0.3, 0.4], [0.2, -0.1, -0.4], [-2.2, -3.0, 3.6], [1.2, 0.4, -0.1], [0.6, 1.3, -0.6], [-0.2, 0.4, -0.2], [-1.2, 1.0, -2.2], [3.5, 1.8, -1.1], [-0.3, -0.1, 0.2], [-0.6, -0.6, 0.1], [-0.5, 0.3, 0.5], [-0.9, -3.4, 3.0], [0.0, 0.6, -0.4], [0.0, 0.3, -0.3], [0.1, 0.3, 0.0], [-0.1, -0.5, -0.8]], "lowdin_spin": [1.31, 0.00, 0.00, 0.00, 0.00, 0.00, 0.00, 0.00, 0.01, 0.00, 0.09, 0.01, 0.01, 0.00, 0.00, 0.01, 0.01, 0.01, 0.00, 0.09, 0.01, 0.01, 0.00, 0.00, 0.01, 0.01, 0.01, 0.00, 0.40]}

# 4
{"formula": "C44H71F9O22", "method": "ωB97M-V with the def2-TZVPD basis set", "smiles": "CCOC(=O)C(F)(F)F.CCOC(=O)C(F)(F)F.CCOC(=O)C(F)(F)F.O=C1CCCO1.O=C1CCCO1.O=C1CCCO1.O=C1CCCO1.O=C1CCCO1.O=C1CCCO1.COCCOC.COCCOC", "orbital_gap_ha": 0.3649, "relative_energy_kj_mol": 139.56, "elements": ["C", "O", "C", "C", "O", "C", "H", "H", "H", "H", "H", "H", "H", "H", "H", "H", "C", "O", "C", "C", "O", "C", "H", "H", "H", "H", "H", "H", "H", "H", "H", "H", "O", "C", "O", "C", "C", "C", "H", "H", "H", "H", "H", "H", "O", "C", "O", "C", "C", "C", "H", "H", "H", "H", "H", "H", "O", "C", "O", "C", "C", "C", "H", "H", "H", "H", "H", "H", "O", "C", "O", "C", "C", "C", "H", "H", "H", "H", "H", "H", "O", "C", "O", "C", "C", "C", "H", "H", "H", "H", "H", "H", "O", "C", "O", "C", "C", "C", "H", "H", "H", "H", "H", "H", "C", "C", "O", "C", "O", "C", "F", "F", "F", "H", "H", "H", "H", "H", "C", "C", "O", "C", "O", "C", "F", "F", "F", "H", "H", "H", "H", "H", "C", "C", "O", "C", "O", "C", "F", "F", "F", "H", "H", "H", "H", "H"], "xyz": [[-0.8121, 3.4665, 2.0872], [-1.7471, 4.5239, 2.1177], [-2.3225, 4.6878, 3.4375], [-3.7139, 5.2869, 3.4090], [-3.7976, 6.6119, 2.9814], [-3.5164, 6.8565, 1.6113], [-0.1291, 3.4785, 2.9423], [-0.2478, 3.6225, 1.1642], [-1.3041, 2.4951, 2.0228], [-1.6130, 5.4118, 3.8649], [-2.2628, 3.7516, 3.9885], [-4.0120, 5.2203, 4.4605], [-4.3969, 4.5920, 2.9022], [-2.6097, 6.4308, 1.1970], [-3.4863, 7.9433, 1.5147], [-4.4129, 6.5622, 1.0510], [1.1610, 2.0647, -4.3956], [1.2369, 2.1091, -5.8017], [1.6096, 0.8745, -6.3721], [1.9778, 1.1457, -7.8324], [2.0723, -0.0716, -8.5491], [2.1638, 0.1848, -9.9497], [0.3936, 1.3559, -4.0617], [0.9353, 3.0536, -4.0124], [2.0890, 1.6663, -3.9723], [0.8268, 0.1271, -6.2260], [2.5195, 0.5263, -5.8673], [2.9218, 1.6963, -7.8420], [1.1936, 1.7685, -8.2729], [1.3173, -0.2315, -10.5034], [3.0884, -0.2690, -10.2942], [2.0851, 1.2464, -10.1902], [-3.8959, 1.2168, 2.7095], [-3.6172, 0.8130, 1.6207], [-2.3356, 0.5978, 1.2150], [-2.3499, 0.1836, -0.1742], [-3.7680, 0.1849, -0.7057], [-4.6039, 0.3300, 0.5934], [-1.8617, -0.7906, -0.1858], [-1.7587, 0.9001, -0.7448], [-4.1225, -0.7493, -1.1406], [-3.9465, 0.9456, -1.4603], [-4.9543, -0.6292, 0.9734], [-5.4372, 0.9872, 0.3633], [-1.6848, -0.6042, -3.3491], [-2.3882, -0.5839, -4.3180], [-3.7213, -0.4794, -4.2801], [-4.3101, -0.3745, -5.5785], [-3.2415, -0.8737, -6.5578], [-1.9397, -0.8117, -5.7586], [-4.6041, 0.6646, -5.7510], [-5.2570, -0.9062, -5.6489], [-3.1348, -0.2675, -7.4573], [-3.5287, -1.8673, -6.8981], [-1.3621, 0.1003, -5.9155], [-1.4841, -1.7898, -5.8811], [-2.2161, -4.2511, 2.8128], [-1.4290, -4.5697, 1.9805], [-0.7513, -5.7475, 2.1430], [0.2771, -5.8956, 1.1655], [-0.2095, -5.0255, 0.0248], [-0.9541, -3.8683, 0.7198], [0.4410, -6.8854, 0.7420], [1.2444, -5.5246, 1.4936], [-0.9519, -5.5825, -0.5490], [0.5289, -4.6184, -0.6661], [-1.7431, -3.5429, 0.0467], [-0.2973, -3.0267, 0.9394], [5.3703, -2.6683, -0.7994], [4.7189, -3.3134, -0.0276], [4.5913, -4.6518, -0.1761], [3.7829, -5.2434, 0.8869], [3.4410, -4.0565, 1.8471], [4.2078, -2.8815, 1.3339], [4.4037, -6.0086, 1.3372], [2.8730, -5.5635, 0.3921], [3.6200, -4.3363, 2.8848], [2.3709, -3.8370, 1.8269], [5.0193, -2.5175, 1.9606], [3.5970, -2.0033, 1.1053], [2.3048, 7.4204, 0.4589], [1.5327, 6.6153, 0.0121], [1.9318, 5.6757, -0.8532], [0.8105, 4.9764, -1.4045], [-0.4136, 5.8054, -0.9768], [0.0485, 6.5183, 0.2877], [0.7907, 4.0108, -0.8855], [0.7752, 4.7019, -2.4560], [-1.2863, 5.1603, -0.8431], [-0.7131, 6.4625, -1.7956], [-0.2014, 6.0351, 1.2297], [-0.3335, 7.5356, 0.3625], [2.5824, 0.9932, 6.4028], [1.5180, 1.5577, 6.3964], [0.6292, 1.3784, 7.3668], [-0.5013, 2.2573, 7.1714], [-0.4616, 2.6833, 5.7120], [1.0480, 2.6436, 5.4470], [-0.2892, 3.1580, 7.7626], [-1.3595, 1.7528, 7.6046], [-0.8427, 3.6719, 5.4924], [-0.9611, 1.8880, 5.1525], [1.6295, 3.4834, 5.8429], [1.4301, 2.4054, 4.4581], [0.5038, -0.5352, 2.6350], [0.9496, 0.3518, 1.4684], [0.9069, -0.4337, 0.2790], [1.2147, 0.0561, -0.9016], [1.2735, 1.2171, -1.1732], [1.4394, -1.1256, -1.9035], [2.6602, -1.6059, -1.7729], [0.4818, -2.0177, -1.5964], [1.2193, -0.8055, -3.1623], [0.7062, -0.0439, 3.5827], [1.0888, -1.4571, 2.5767], [-0.5418, -0.8036, 2.5031], [1.8856, 0.8710, 1.6723], [0.1842, 1.1247, 1.3613], [2.5369, -3.0881, -5.1773], [2.9370, -4.2236, -4.2393], [4.1253, -4.8935, -4.6501], [4.0128, -5.9187, -5.4772], [3.0514, -6.1206, -6.1551], [5.2783, -6.7950, -5.4249], [5.7437, -7.0995, -6.6388], [6.2540, -6.2381, -4.7111], [4.9285, -7.9535, -4.8174], [2.1362, -3.5345, -6.0899], [3.3877, -2.4634, -5.4427], [1.7473, -2.4768, -4.7483], [2.1636, -4.9812, -4.1081], [3.1434, -3.7604, -3.2736], [-0.7724, -0.9682, 10.0937], [-1.9541, -0.5981, 9.2123], [-1.5665, -0.8968, 7.8597], [-2.5396, -0.9186, 6.9542], [-3.6916, -0.6737, 7.1759], [-2.0415, -1.1693, 5.5092], [-2.3074, -0.0717, 4.8037], [-0.7267, -1.4009, 5.5089], [-2.6795, -2.2136, 4.9999], [-0.3896, -1.9440, 9.8145], [-1.1089, -0.8898, 11.1258], [0.0026, -0.2219, 9.9049], [-2.3484, 0.4136, 9.3101], [-2.7976, -1.2493, 9.4634]], "forces_ev_per_a": [[0.0, 0.2, -0.6], [-0.6, -0.6, 0.4], [1.2, 1.0, -1.1], [0.3, -1.2, 0.5], [0.6, 0.0, 0.3], [-1.3, 0.7, 0.0], [0.0, 0.1, 0.0], [0.2, -0.2, 0.1], [-0.1, 0.0, 0.2], [-0.4, 0.0, 0.7], [-0.4, -0.1, -0.1], [-0.2, 0.5, 0.0], [0.0, 0.2, -0.4], [0.0, -0.3, 0.3], [0.2, 0.0, 0.1], [0.3, -0.3, -0.3], [0.0, -0.9, 0.1], [-0.2, 0.4, -0.2], [0.8, 0.3, 0.1], [-0.7, -0.3, 0.5], [-0.2, 0.5, -0.2], [-0.3, -0.3, 0.0], [-0.2, 0.2, 0.0], [0.1, 0.1, -0.1], [0.2, 0.4, 0.1], [-0.1, -0.1, -0.3], [-0.1, -0.3, 0.1], [0.0, 0.1, -0.2], [0.0, 0.1, 0.0], [0.0, -0.5, 0.3], [0.1, 0.2, -0.3], [0.6, 0.1, 0.2], [0.4, 0.4, 0.3], [-0.5, -0.1, 0.5], [-1.0, 0.2, -0.5], [1.0, -0.2, -0.5], [-1.1, -1.0, 0.9], [0.6, 0.5, -1.3], [0.0, 0.0, -0.2], [0.3, -0.1, 0.1], [0.7, -0.1, -0.3], [0.0, 0.3, 0.3], [-0.2, 0.0, -0.1], [-0.1, 0.1, 0.8], [-0.3, 0.4, 0.3], [0.3, -1.6, -0.7], [-0.8, 0.3, 0.7], [-0.1, 0.7, -0.7], [-0.2, 0.5, -0.4], [-1.2, 0.1, 0.5], [0.4, 0.1, 0.1], [0.2, -0.5, 0.4], [-0.4, 0.1, 0.1], [0.4, -0.2, 0.2], [0.5, -0.5, -0.8], [1.0, 0.5, 0.3], [-0.4, 0.5, -0.1], [0.2, -0.1, 0.4], [0.6, -0.6, -0.1], [0.2, 0.8, -1.4], [-0.4, 1.0, -0.5], [0.3, -1.0, -0.5], [-0.5, -0.4, 0.9], [-0.2, -0.1, 0.7], [0.1, -0.1, -0.1], [0.3, -0.4, 0.1], [-0.3, 0.3, 0.5], [-0.1, 0.0, 0.2], [-0.7, 0.1, -0.1], [2.1, -0.4, 0.5], [-0.8, -0.2, 0.2], [0.3, 1.8, -0.5], [-0.7, -1.0, 0.5], [-0.3, 0.9, -0.9], [-0.3, -0.3, 0.0], [0.1, -0.7, 0.1], [0.3, 0.1, 0.0], [0.0, -0.1, -0.2], [0.2, -0.2, -0.1], [-0.2, 0.0, 0.4], [-0.2, -0.3, 0.0], [0.4, 0.9, 0.9], [0.3, -0.2, -1.4], [-1.2, -0.9, 1.7], [-0.7, -0.8, -0.4], [0.0, 0.7, -0.9], [0.0, 0.0, -0.1], [0.9, 0.8, -0.2], [0.1, -0.1, 0.2], [0.3, 0.4, 0.2], [0.2, -0.3, -0.1], [0.0, 0.0, 0.0], [-0.5, 0.1, -0.3], [1.4, -0.2, -0.1], [-0.9, -0.1, 0.3], [0.8, 1.1, 0.9], [0.5, -0.7, -0.3], [0.5, -0.9, 0.6], [-0.2, -0.2, 0.3], [-0.2, 0.0, -0.5], [-0.5, -0.1, 0.3], [0.0, 0.4, -0.4], [-0.4, 0.4, -0.3], [-0.3, 0.2, -0.2], [0.7, -0.3, -1.1], [-1.6, 1.0, 1.0], [0.8, -1.4, 0.3], [-0.1, 0.6, -0.1], [0.3, 0.2, -0.4], [-1.6, 1.1, 0.7], [0.2, -0.6, 0.1], [0.5, -1.0, 0.1], [0.5, 0.5, -0.3], [-0.2, 0.0, 0.1], [0.0, 0.0, 0.3], [-0.1, 0.1, 0.3], [0.4, -0.4, -0.5], [0.2, 0.1, -0.1], [-0.3, -1.0, -0.6], [-0.6, 1.0, 0.2], [0.9, -0.2, 0.6], [-0.5, 1.2, -0.1], [0.0, -0.8, -0.3], [0.0, -0.6, 0.2], [-0.2, 0.2, 0.2], [-0.1, -0.1, -0.3], [0.1, 0.3, -0.2], [0.1, 0.2, -0.1], [0.0, 0.0, 0.2], [0.1, 0.0, 0.2], [-0.2, 0.2, -0.2], [0.4, -0.4, 0.1], [-0.3, 1.4, -0.6], [-0.6, -1.3, 0.5], [0.1, 0.1, -0.7], [-0.3, 0.6, 0.6], [0.0, -0.2, -0.2], [-0.1, -0.2, 1.4], [0.1, -0.1, -0.4], [0.1, 0.0, -0.5], [0.1, 0.1, -0.3], [-0.1, -0.2, 0.3], [0.3, -0.3, 0.1], [0.2, -0.2, 0.2], [0.4, 0.2, -0.1], [0.0, 0.1, -0.1]], "lowdin_charge": [-0.09, -0.23, -0.17, -0.21, -0.16, -0.08, 0.08, 0.08, 0.07, 0.14, 0.10, 0.13, 0.13, 0.06, 0.09, 0.09, -0.10, -0.18, -0.21, -0.21, -0.18, -0.10, 0.07, 0.07, 0.09, 0.11, 0.13, 0.13, 0.12, 0.08, 0.09, 0.08, 0.12, -0.48, -0.01, -0.14, -0.14, -0.05, 0.12, 0.12, 0.11, 0.11, 0.13, 0.13, 0.12, -0.48, 0.03, -0.14, -0.14, -0.06, 0.12, 0.12, 0.11, 0.11, 0.12, 0.13, 0.14, -0.46, 0.04, -0.17, -0.16, -0.06, 0.13, 0.08, 0.12, 0.11, 0.12, 0.10, 0.12, -0.50, 0.02, -0.10, -0.15, -0.08, 0.13, 0.10, 0.12, 0.09, 0.14, 0.12, 0.12, -0.49, 0.04, -0.14, -0.15, -0.08, 0.10, 0.11, 0.11, 0.12, 0.11, 0.13, 0.11, -0.52, 0.03, -0.13, -0.14, -0.07, 0.13, 0.11, 0.10, 0.11, 0.14, 0.11, -0.03, -0.18, 0.01, -0.39, 0.17, -0.55, 0.20, 0.15, 0.16, 0.07, 0.07, 0.07, 0.14, 0.09, -0.05, -0.19, 0.04, -0.40, 0.17, -0.53, 0.17, 0.18, 0.15, 0.08, 0.09, 0.05, 0.13, 0.11, -0.05, -0.21, 0.01, -0.39, 0.17, -0.55, 0.16, 0.17, 0.19, 0.09, 0.08, 0.08, 0.13, 0.13]}